1.
{
  "formula": "C6H14OS3",
  "method": "ωB97M-V/def2-TZVPD",
  "elements": ["C", "C", "C", "S", "S", "O", "H", "H", "H", "H", "H", "H", "H", "H", "C", "C", "C", "S", "H", "H", "H", "H", "H", "H"],
  "positions_angstrom": [[3.0464, 2.0536, 0.2256], [2.0125, 1.5171, 1.2841], [0.6465, 1.1435, 0.8042], [0.2283, 2.4722, -0.4856], [0.5773, -0.4401, -0.2409], [1.3013, -1.5952, 0.6622], [3.2385, 1.1639, -0.4066], [3.9338, 2.1583, 0.8831], [2.7051, 3.0346, 0.0513], [2.0982, 2.3473, 2.0432], [2.5255, 0.6058, 1.7253], [-0.0798, 1.1162, 1.6301], [-0.7370, 1.8031, -1.1166], [0.5931, -2.0894, 1.0893], [-2.2982, -1.8018, -1.6204], [-2.3852, -2.4735, -0.2517], [-2.2156, -1.4655, 0.8061], [-1.6690, -1.9530, 2.2677], [-3.0968, -1.2031, -1.6887], [-2.1532, -2.7315, -2.3608], [-1.3363, -1.2846, -1.6469], [-1.8235, -3.4763, -0.1603], [-3.4544, -2.7792, -0.2921], [-2.6858, -0.5111, 0.5711]],
  "orbital_gap_ev": 8.43,
  "smiles": "CC[C@@H](S)SO.CCC=S",
  "largest_force_ev_per_a": 6.94,
  "lumo_energy_ev": -0.45
}

=====

2.
{
  "formula": "C6H14OSSi",
  "method": "ωB97M-V/def2-TZVPD",
  "elements": ["C", "C", "C", "C", "C", "C", "O", "Si", "S", "H", "H", "H", "H", "H", "H", "H", "H", "H", "H", "H", "H", "H", "H"],
  "positions_angstrom": [[-1.6095, -0.4858, -0.0296], [-0.3346, -0.9200, -0.0395], [1.3410, 0.8612, 1.9078], [1.2755, 1.6034, -1.2787], [2.5531, -1.0592, -0.3748], [-2.8441, -1.2271, -0.4304], [-3.6733, -1.6206, 0.5989], [1.2385, 0.2170, 0.1334], [-2.6865, 1.6316, -0.2685], [-2.0579, 2.3242, 0.6472], [0.0543, -1.9661, -0.0835], [2.1496, 0.4336, 2.4872], [1.7152, 1.9801, 2.0545], [0.4365, 0.8435, 2.4106], [1.8798, 1.0433, -2.0797], [0.2828, 1.6918, -1.5986], [1.5983, 2.6470, -1.3915], [3.4507, -0.6035, -0.9685], [3.0627, -1.6397, 0.5333], [2.1708, -1.9622, -0.9339], [-2.5083, -2.1880, -0.9162], [-3.3374, -0.6932, -1.2648], [-4.1571, -0.9115, 0.8853]],
  "orbital_gap_ev": 8.73,
  "largest_force_ev_per_a": 4.13,
  "lumo_energy_ev": -0.51
}

=====

3.
{
  "formula": "C6H14OSi",
  "method": "ωB97M-V/def2-TZVPD",
  "elements": ["C", "Si", "C", "C", "O", "H", "H", "H", "H", "H", "H", "H", "H", "H", "H", "C", "C", "C", "H", "H", "H", "H"],
  "positions_angstrom": [[1.6945, -1.7726, 0.7132], [-0.0441, -0.8502, 0.3282], [-1.4832, -2.1341, -0.0769], [-0.5038, 0.0566, 1.8493], [0.3023, 0.1246, -0.9401], [2.0900, -2.0152, -0.2571], [2.5811, -1.2577, 1.1105], [1.5394, -2.8009, 1.2538], [-2.4550, -1.6679, -0.0575], [-1.4723, -2.4921, -1.0404], [-1.3938, -3.0263, 0.5075], [-1.4258, -0.1332, 2.3849], [0.2340, -0.2191, 2.6452], [-0.6413, 1.1272, 1.5839], [-0.0543, 0.8807, -1.4283], [0.3286, 2.6876, -2.2944], [-0.4627, 2.8016, -1.2877], [-1.4579, 3.0218, -0.4655], [-0.1421, 2.6232, -3.2820], [1.4217, 2.4496, -2.2039], [-2.0171, 2.1248, -0.1973], [-1.7229, 3.9856, -0.0001]],
  "orbital_gap_ev": 10.70,
  "smiles": "C[Si](C)(C)O.C=C=C",
  "largest_force_ev_per_a": 2.80,
  "lumo_energy_ev": 0.80
}

=====

4.
{
  "formula": "C6H14OSi",
  "method": "ωB97M-V/def2-TZVPD",
  "elements": ["C", "C", "O", "C", "C", "Si", "H", "H", "H", "H", "H", "H", "H", "H", "H", "H", "C", "C", "H", "H", "H", "H"],
  "positions_angstrom": [[-1.0639, -2.0532, -0.9111], [-1.1456, -1.2724, 0.3299], [-2.3761, -1.0392, 1.0658], [-1.6605, 0.1264, 0.5310], [-1.0269, 0.9331, 1.7770], [-2.1080, 1.2122, -0.8911], [-0.0968, -2.1744, -1.4637], [-1.7496, -1.6313, -1.6232], [-1.4076, -3.0956, -0.6943], [-0.3002, -1.5000, 0.9902], [-0.1016, 1.5763, 1.4699], [-0.8479, 0.1247, 2.5569], [-1.8579, 1.5319, 2.1112], [-3.4371, 1.7461, -0.9209], [-1.7737, 0.8863, -2.3217], [-1.1933, 2.4788, -0.6893], [3.8232, -0.0208, 0.0677], [2.6175, 0.5999, 0.0414], [4.6209, -0.0271, 0.8313], [4.0494, -0.4740, -0.9042], [2.0268, 0.6212, -0.8301], [2.3207, 1.1293, 0.9333]],
  "orbital_gap_ev": 11.00,
  "smiles": "C[C@@H]1O[C@]1(C)[SiH3].C=C",
  "largest_force_ev_per_a": 3.49,
  "lumo_energy_ev": 0.83
}

=====

5.
{
  "formula": "C6H14Si",
  "method": "ωB97M-V/def2-TZVPD",
  "elements": ["C", "C", "C", "C", "C", "C", "Si", "H", "H", "H", "H", "H", "H", "H", "H", "H", "H", "H", "H", "H", "H"],
  "positions_angstrom": [[-1.9585, 1.2147, -0.8281], [-2.1007, 0.0683, -0.2189], [-3.4046, -0.6922, -0.0401], [2.6362, -1.0252, -0.3057], [1.9167, 1.3930, 0.2123], [1.6117, 0.1285, -0.5817], [-0.5361, -0.8663, 0.4092], [-0.9314, 1.5877, -0.7927], [-2.8658, 1.6080, -1.4599], [-3.9755, -0.7111, -1.0260], [-4.0310, -0.1411, 0.6875], [-3.1767, -1.7325, 0.3889], [3.6319, -0.7858, -0.3871], [2.6551, -1.2421, 0.7048], [2.4333, -1.9801, -0.8608], [1.5475, 2.3307, -0.3728], [2.8771, 1.7156, 0.6126], [1.4320, 1.3128, 1.2088], [1.4777, 0.4842, -1.6050], [-0.8146, -2.3776, 0.0596], [-0.5772, -0.7075, 1.8261]],
  "orbital_gap_ev": 9.27,
  "largest_force_ev_per_a": 3.51,
  "lumo_energy_ev": 0.67
}

=====

6.
{
  "formula": "C6H14Si",
  "method": "ωB97M-V/def2-TZVPD",
  "elements": ["C", "C", "C", "C", "C", "C", "Si", "H", "H", "H", "H", "H", "H", "H", "H", "H", "H", "H", "H", "H", "H"],
  "positions_angstrom": [[0.0759, 0.9633, -0.5036], [-0.1038, -0.3405, -0.6783], [0.0824, 1.7105, 0.8014], [0.3286, 1.9600, -1.6566], [0.1465, -1.1983, -1.8911], [-0.8879, -1.2948, 0.7680], [0.1214, -1.5835, 2.3070], [1.1614, 2.0193, 0.9269], [-0.1712, 1.1013, 1.6486], [-0.6780, 2.5672, 0.9102], [1.0212, 2.7445, -1.1834], [0.7543, 1.3309, -2.5686], [-0.6684, 2.2995, -2.0156], [0.3444, -2.1243, -1.5275], [0.8541, -0.9374, -2.5466], [-0.7411, -1.3140, -2.3692], [-1.8019, -0.5131, 0.8460], [-1.1614, -2.0644, 0.1952], [0.7962, -2.9491, 2.1913], [-0.5500, -1.8998, 3.6402], [1.0773, -0.4772, 2.7058]],
  "orbital_gap_ev": 9.76,
  "largest_force_ev_per_a": 7.32,
  "lumo_energy_ev": 0.93
}

=====

7.
{
  "formula": "C6H15BCdF4NO4S",
  "method": "ωB97M-V/def2-TZVPD",
  "elements": ["Cd", "S", "O", "O", "O", "O", "B", "F", "F", "F", "F", "C", "C", "N", "C", "C", "C", "C", "H", "H", "H", "H", "H", "H", "H", "H", "H", "H", "H", "H", "H", "H", "H"],
  "positions_angstrom": [[-14.4047, 10.5508, 3.9492], [-14.3623, 13.1022, 4.3649], [-15.5049, 12.2574, 4.2037], [-14.3207, 13.7149, 5.6700], [-13.3075, 12.0798, 4.1841], [-14.3302, 14.1723, 3.3185], [-14.3843, 9.3075, 2.0182], [-15.6513, 9.6718, 2.4385], [-13.8170, 8.5730, 3.0371], [-14.3068, 8.4638, 0.9184], [-13.5917, 10.4586, 1.9343], [-12.1979, 9.5830, 6.0205], [-13.4841, 8.7029, 6.1220], [-14.7559, 9.4269, 5.6865], [-15.0684, 10.4793, 6.6992], [-15.3707, 9.8756, 8.0929], [-15.8449, 8.5716, 5.4108], [-17.1374, 9.3405, 5.0749], [-11.7251, 9.6059, 5.0386], [-11.3616, 9.1858, 6.5957], [-12.3666, 10.6322, 6.2629], [-13.2368, 7.8377, 5.5068], [-13.5908, 8.2357, 7.1010], [-15.8330, 11.1771, 6.3578], [-14.1944, 11.1192, 6.8206], [-14.5093, 9.3343, 8.4842], [-16.2742, 9.2665, 8.0629], [-15.4218, 10.6874, 8.8184], [-15.5446, 7.8314, 4.6691], [-16.1420, 8.0667, 6.3300], [-17.7982, 8.5439, 4.7331], [-17.5498, 9.8870, 5.9231], [-16.9760, 10.1875, 4.4081]],
  "orbital_gap_ev": [11.02, 6.00],
  "largest_force_ev_per_a": 7.05,
  "s2": 0.761,
  "lumo_energy_ev": [0.46, -4.55],
  "multiplicity": 2
}

=====

8.
{
  "formula": "C6H15BCuO2",
  "method": "ωB97M-V/def2-TZVPD",
  "elements": ["C", "C", "C", "C", "C", "B", "C", "O", "O", "H", "H", "H", "H", "H", "H", "H", "H", "H", "H", "H", "H", "H", "H", "H", "Cu"],
  "positions_angstrom": [[-0.1561, 1.9603, -1.4614], [-1.1134, 1.8403, -0.2531], [-0.4310, 1.4565, 1.0736], [-0.5308, -0.0197, 1.5751], [-1.2595, -1.0331, 0.6689], [-0.5697, -1.7153, -0.5199], [1.0536, -1.8766, -0.6584], [1.4920, -3.0476, 0.0652], [2.7897, -3.2422, -0.0679], [-0.4751, 1.3868, -2.3289], [-0.1092, 3.0196, -1.7972], [0.8702, 1.6160, -1.2002], [-1.9690, 1.2195, -0.4982], [-1.5086, 2.8454, -0.1100], [-0.8343, 2.0830, 1.8651], [0.6343, 1.7359, 0.9972], [0.4596, -0.4056, 1.8281], [-1.0720, 0.0110, 2.5178], [-1.5063, -1.9145, 1.2951], [-2.2333, -0.6388, 0.3795], [-1.2137, -2.1861, -1.3961], [1.3070, -2.0393, -1.7162], [1.6680, -1.0384, -0.3194], [3.0916, -3.5549, 0.8215], [1.6163, 3.5378, -0.7602]],
  "total_charge": 2,
  "orbital_gap_ev": [8.72, 5.98],
  "largest_force_ev_per_a": 1.03,
  "s2": 0.754,
  "lumo_energy_ev": [-8.91, -11.65],
  "multiplicity": 2
}